Molecular formula: C58H141F12N13NiO24S4
Method: DFT, wB97M-V/def2-TZVPD

LUMO energy (spin up / spin down) = -3.878 / -6.437 eV
multiplicity = 3
HOMO (spin up / spin down) = -0.319 / -0.319 hartree
Kohn-Sham gap (spin up / spin down) = 0.1767 / 0.0826 Ha

Atoms and positions in Å:
Ni1 -0.9519 -4.5116 2.6085
C1 -1.2544 -8.2688 5.9448
F1 -1.1013 -9.2978 6.7351
F2 -2.1831 -8.5309 5.1177
F3 -1.6036 -7.1575 6.6839
S1 0.4154 -7.9996 4.9547
O1 1.5018 -8.6225 5.7184
O2 0.1281 -8.5939 3.6817
N1 0.5672 -6.2589 4.7612
S2 1.4095 -5.7857 5.9842
O3 1.3346 -4.3053 6.0224
O4 1.1774 -6.4569 7.2518
C2 3.2864 -6.0703 5.3733
F4 3.8999 -7.0262 6.1250
F5 3.2438 -6.4971 4.1069
F6 3.9653 -4.9196 5.4292
C3 1.3171 0.2165 2.1467
F7 1.8911 0.9963 3.0617
F8 1.4546 0.8133 0.9956
F9 1.8803 -1.0131 2.1802
S3 -0.6497 0.0319 2.6588
O5 -0.7629 -0.2845 4.0957
O6 -1.2878 1.2944 2.2478
N2 -1.1646 -1.4085 1.7556
S4 -1.7470 -0.8117 0.4203
O7 -0.8985 0.2054 -0.1734
O8 -2.1178 -1.8859 -0.5178
C4 -3.4897 -0.0357 0.8812
F10 -4.5079 -0.6603 0.2464
F11 -3.6688 -0.1519 2.2537
F12 -3.4810 1.2216 0.5530
C5 -0.1316 -4.0179 -7.1351
C6 -0.6157 -2.5660 -7.3293
C7 0.5891 -1.5153 -7.4697
O9 1.3892 -1.4213 -6.3310
C8 0.7237 -0.7844 -5.2922
N3 -1.2491 -2.4617 -8.6041
H1 0.5428 -4.0893 -6.2818
H2 0.4306 -4.2524 -8.0391
H3 -0.9668 -4.7147 -7.0647
H4 -1.3565 -2.2766 -6.5840
H5 0.2282 -0.5542 -7.8359
H6 1.2681 -1.7686 -8.2839
H7 -0.2243 -1.2369 -5.0012
H8 0.6025 0.2457 -5.6273
H9 1.4025 -0.9459 -4.4548
H10 -1.5703 -1.5280 -8.8163
H11 -2.1653 -2.8336 -8.3982
C9 -5.2601 6.2353 1.8105
C10 -4.8819 7.1285 0.6723
C11 -4.9128 6.4592 -0.6998
O10 -4.9379 7.4625 -1.7897
C12 -3.7719 8.2649 -1.9298
N4 -5.9486 8.2300 0.6465
H12 -4.6384 5.3434 1.8890
H13 -6.2969 5.9071 1.7356
H14 -5.1359 6.7856 2.7431
H15 -3.8751 7.5121 0.8379
H16 -5.7558 5.7842 -0.8476
H17 -4.0025 5.8823 -0.8631
H18 -3.4828 8.8942 -1.0881
H19 -3.8138 8.9036 -2.8120
H20 -2.9675 7.5324 -1.9980
H21 -5.7350 8.6266 -0.2575
H22 -5.7901 8.8832 1.4004
C13 -5.9431 -6.0693 1.9167
C14 -4.7450 -5.1829 2.3470
C15 -4.7427 -4.8858 3.8232
O11 -3.5750 -4.1799 4.1943
C16 -3.7503 -3.5349 5.4090
N5 -3.4959 -5.8075 1.9419
H23 -5.9791 -7.0296 2.4311
H24 -6.0066 -6.3732 0.8719
H25 -6.8907 -5.7272 2.3330
H26 -4.8425 -4.2794 1.7450
H27 -4.7584 -5.7944 4.4252
H28 -5.6451 -4.3213 4.0580
H29 -4.3901 -2.6639 5.2670
H30 -2.8270 -3.2432 5.9095
H31 -4.3101 -4.1253 6.1344
H32 -3.4017 -5.8195 0.9364
H33 -3.5600 -6.8004 2.1159
C17 7.0422 7.6288 9.0610
C18 7.5355 7.1401 7.6751
C19 6.4484 7.2140 6.4955
O12 6.8677 6.3739 5.4749
C20 6.0445 6.1229 4.3467
N6 8.7556 7.8585 7.4114
H34 6.3751 6.9977 9.6481
H35 6.5405 8.5952 9.0099
H36 7.8421 7.7832 9.7851
H37 7.7759 6.0799 7.7538
H38 6.2858 8.2321 6.1418
H39 5.5427 6.7942 6.9331
H40 6.5684 5.4499 3.6679
H41 5.7239 7.0352 3.8436
H42 5.1615 5.5441 4.6176
H43 8.6294 8.8592 7.4624
H44 9.0694 7.6204 6.4814
C21 1.3015 4.7692 -7.4745
C22 -0.0250 4.7555 -6.8071
C23 0.0085 5.4294 -5.4237
O13 0.9281 4.7371 -4.5939
C24 0.6558 4.6628 -3.2016
N7 -1.0378 5.2255 -7.7564
H45 1.1822 4.1560 -8.3677
H46 2.0488 4.3368 -6.8091
H47 1.6328 5.7939 -7.6426
H48 -0.2063 3.6855 -6.7053
H49 -0.9771 5.3997 -4.9592
H50 0.1991 6.4933 -5.5652
H51 0.5269 5.6233 -2.7027
H52 1.5140 4.2095 -2.7056
H53 -0.2247 4.0477 -3.0159
H54 -0.8050 6.0528 -8.2869
H55 -1.8478 5.5580 -7.2530
C25 2.0996 5.1464 11.8116
C26 2.3502 3.7509 11.1511
C27 3.2066 3.8268 9.8666
O14 3.5532 2.5770 9.2335
C28 2.3337 1.9903 8.6364
N8 2.9859 2.9078 12.1040
H56 1.3199 4.9309 12.5423
H57 1.6324 5.9047 11.1832
H58 3.0381 5.5369 12.2051
H59 1.3823 3.3157 10.9025
H60 4.1883 4.2401 10.0982
H61 2.6905 4.5057 9.1877
H62 2.5891 0.9990 8.2619
H63 1.9543 2.6489 7.8551
H64 1.5454 1.8787 9.3809
H65 3.7318 3.4401 12.5288
H66 3.5197 2.2451 11.5600
C29 13.1185 -1.4920 8.5929
O15 12.3418 -0.5334 7.8626
C30 11.7296 0.4614 8.6991
C31 10.7211 1.3660 7.9962
N9 9.5809 0.6809 7.4106
C32 8.8864 1.5024 6.3998
C33 8.1023 0.5745 5.4135
O16 9.0351 -0.3300 4.7702
C34 8.5138 -1.0263 3.6904
H67 12.4956 -2.0630 9.2815
H68 13.8752 -1.0206 9.2200
H69 13.6073 -2.2076 7.9318
H70 12.5171 1.1293 9.0480
H71 11.1531 0.0264 9.5155
H72 11.2741 1.9183 7.2364
H73 10.4459 2.1067 8.7470
H74 10.0249 -0.0933 6.9379
H75 9.3784 2.2852 5.8227
H76 8.1221 2.0117 6.9867
H77 7.6198 1.2263 4.6851
H78 7.3067 -0.0092 5.8766
H79 9.2885 -0.9726 2.9254
H80 7.6060 -0.6810 3.1958
H81 8.4077 -2.0965 3.8681
C35 -4.4490 -5.1369 -9.0881
O17 -4.9596 -3.9679 -8.4412
C36 -6.3520 -4.0962 -8.0568
C37 -6.6885 -2.8657 -7.1348
N10 -5.9423 -3.0486 -5.8835
C38 -6.4213 -2.0654 -4.8969
C39 -6.0789 -0.5867 -5.2269
O18 -4.7008 -0.4104 -5.1253
C40 -4.3089 0.9964 -5.1693
H82 -3.4966 -4.9280 -9.5752
H83 -5.1754 -5.5857 -9.7657
H84 -4.2897 -5.9691 -8.4024
H85 -6.5585 -5.0030 -7.4883
H86 -6.9972 -4.1632 -8.9328
H87 -7.7554 -2.8116 -6.9180
H88 -6.4567 -1.9254 -7.6350
H89 -4.9639 -2.9557 -6.1162
H90 -5.9376 -2.3768 -3.9710
H91 -7.4950 -2.1982 -4.7645
H92 -6.5400 0.0901 -4.5075
H93 -6.3069 -0.2686 -6.2443
H94 -4.2994 1.4058 -6.1794
H95 -3.2747 0.9469 -4.8286
H96 -4.8039 1.6778 -4.4773
C41 -10.4697 -2.4794 -1.6658
O19 -10.9794 -1.7849 -2.8405
C42 -12.4118 -1.7860 -2.8650
C43 -12.9367 -1.2284 -4.2181
N11 -12.5884 -2.0938 -5.3693
C44 -13.1823 -1.4693 -6.6324
C45 -12.6292 -2.0806 -7.9785
O20 -11.2887 -1.6060 -8.2427
C46 -10.8407 -2.0604 -9.4998
H97 -10.7978 -3.4931 -1.4358
H98 -10.7361 -1.8987 -0.7826
H99 -9.3952 -2.5493 -1.8351
H100 -12.7490 -1.2603 -1.9717
H101 -12.7648 -2.8098 -2.7402
H102 -12.5135 -0.2259 -4.2814
H103 -14.0219 -1.1847 -4.1261
H104 -11.5851 -2.0902 -5.4852
H105 -13.1510 -0.3802 -6.6655
H106 -14.2578 -1.6454 -6.6125
H107 -13.2718 -1.6891 -8.7671
H108 -12.6573 -3.1652 -7.8735
H109 -11.5074 -1.8068 -10.3240
H110 -10.6975 -3.1397 -9.5523
H111 -9.8766 -1.6136 -9.7423
C47 -2.2755 -6.8019 -3.1284
O21 -1.4370 -6.8907 -1.9478
C48 -0.0797 -6.9984 -2.3004
C49 0.8199 -7.0431 -1.0440
N12 0.9550 -5.7523 -0.3524
C50 1.4661 -4.7721 -1.3585
C51 2.8763 -5.0372 -1.8041
O22 3.5994 -5.4145 -0.6396
C52 4.9834 -5.1720 -0.8899
H112 -2.2451 -7.7013 -3.7435
H113 -2.0497 -5.9537 -3.7747
H114 -3.3023 -6.6998 -2.7772
H115 0.3226 -6.4955 -3.1798
H116 -0.0162 -8.0586 -2.5454
H117 1.8532 -7.3687 -1.1633
H118 0.4249 -7.8637 -0.4451
H119 1.8923 -5.9991 -0.0682
H120 1.4610 -3.7760 -0.9159
H121 0.8585 -4.7108 -2.2613
H122 3.2107 -4.1576 -2.3542
H123 2.9382 -5.8801 -2.4924
H124 5.5945 -5.4887 -0.0448
H125 5.2345 -4.1296 -1.0866
H126 5.4129 -5.7215 -1.7276
C53 7.3430 -0.6717 -3.9381
O23 6.2835 0.2027 -3.7494
C54 6.5473 1.5839 -3.5025
C55 5.2767 2.4480 -3.5511
N13 5.4790 3.8786 -3.4827
C56 6.0795 4.3904 -2.2880
C57 5.9989 5.9450 -2.1802
O24 4.6349 6.2888 -1.9529
C58 4.2894 7.6423 -2.0600
H127 7.8221 -0.5283 -4.9066
H128 6.9799 -1.6980 -3.9920
H129 8.1079 -0.6044 -3.1646
H130 7.1945 2.0220 -4.2624
H131 7.0420 1.7748 -2.5502
H132 4.6079 2.1914 -2.7295
H133 4.7522 2.1792 -4.4680
H134 4.5637 4.3017 -3.5400
H135 7.0925 3.9924 -2.3486
H136 5.6392 4.0403 -1.3543
H137 6.4228 6.4330 -3.0578
H138 6.5955 6.3319 -1.3541
H139 3.2211 7.8426 -2.1409
H140 4.6259 8.0460 -3.0150
H141 4.6790 8.2664 -1.2558